Entry 1:
Below is a cluster of 4 separate species, C28H39N4O9P2 in total, with properties calculated with ωB97M-V/def2-TZVPD.

Geometry as XYZ:
```
82
Properties=species:S:1:pos:R:3:forces:R:3:lowdin_charge:R:1
P -1.675027 2.378772 -3.210974 -0.7 0.1 0.0 0.877
P 0.484979 2.030509 -3.568548 1.3 -1.8 0.7 0.634
O -1.615986 -8.644697 1.587228 0.0 0.0 -0.2 0.079
O -2.584938 1.819756 2.475814 -4.8 0.2 1.9 0.193
O -0.517844 2.498579 2.565280 0.5 -0.1 -0.9 -0.008
O 2.162950 5.513329 0.567641 -0.1 -0.2 0.0 0.083
O -2.155668 3.860914 -3.430833 -0.1 0.3 -0.2 -0.318
O 1.792910 -4.227599 -1.107877 0.0 0.1 0.2 0.080
O -2.309216 -8.444665 -0.443467 0.2 0.0 0.2 0.059
O 2.313170 -2.870543 0.486864 -0.2 -0.1 -0.1 0.059
O 1.789267 3.442746 0.110823 0.0 0.1 -0.1 0.023
N 1.572357 -3.682434 -0.043610 0.1 0.0 -0.1 -0.352
N 0.745420 0.605003 -2.983383 -0.1 0.4 -0.1 -0.320
N -1.481803 -8.782999 0.387439 -0.1 0.0 0.0 -0.347
N 2.483421 4.341374 0.571870 0.0 0.1 0.0 -0.336
C 1.118731 -10.149009 -1.911189 0.1 0.0 0.1 -0.063
C 0.019639 -3.383717 1.843007 0.0 0.2 0.2 -0.015
C 4.176369 2.652604 1.151046 -0.1 -0.3 -0.1 -0.002
C -0.543237 -4.941101 0.087351 -0.1 -0.2 -0.2 0.000
C -1.098834 1.900767 -0.498662 -0.7 0.4 0.4 -0.229
C -2.050251 -4.600289 1.927951 0.0 0.0 0.0 -0.058
C 2.071167 -10.590367 -1.002794 0.0 0.0 0.0 -0.066
C -3.616819 7.066515 -2.827266 0.0 0.3 0.6 -0.100
C -1.545187 1.797306 1.986347 3.5 -0.5 -1.1 -0.526
C 6.216264 3.305222 2.237144 0.0 0.0 0.0 -0.054
C 0.704654 -9.826297 0.819262 0.1 0.0 0.3 -0.002
C -3.083089 4.929922 -1.414384 -0.1 0.3 -0.5 -0.157
C -0.238974 -9.400036 -0.097884 0.2 -0.1 -0.1 -0.150
C 4.568769 4.971613 1.709677 0.0 0.3 0.0 0.002
C -4.061570 6.083223 -1.747902 0.1 -0.3 -0.3 -0.219
C -2.105587 1.624155 -1.626554 0.7 -0.6 0.4 -0.295
C 0.317122 -4.015038 0.649436 -0.1 0.0 0.1 -0.153
C -0.677915 3.918284 2.372355 0.6 0.5 0.4 -0.230
C -1.733334 -5.233830 0.733639 -0.1 0.0 0.1 -0.062
C 5.405979 2.318521 1.690890 0.1 0.1 0.0 -0.054
C -0.171917 4.756043 3.546785 -0.6 -0.3 -0.2 -0.041
C 5.796080 4.628733 2.249836 0.0 -0.1 0.0 -0.054
C 1.865118 -10.426621 0.360251 0.0 0.0 -0.1 -0.062
C -1.861938 4.781960 -2.313843 0.1 -0.6 1.3 -0.188
C 3.775391 3.978028 1.162488 0.2 -0.1 0.1 -0.149
C -1.173489 -3.677469 2.483240 -0.1 -0.1 -0.1 -0.065
C -1.325226 0.971767 0.725678 0.8 0.6 -0.3 -0.045
C -0.045358 -9.550145 -1.459353 -0.1 0.0 -0.3 -0.005
H -2.983565 -4.826716 2.426822 0.0 0.0 0.0 0.113
H -1.420889 -3.185743 3.414493 0.0 0.0 0.0 0.109
H -2.099489 0.548196 -1.806167 0.0 -0.1 -0.4 0.103
H -5.007378 5.655841 -2.060987 -0.1 -0.2 -0.1 0.104
H 2.608844 -10.770123 1.066167 0.0 0.0 0.0 0.110
H 4.244546 6.002118 1.718061 -0.1 0.0 -0.1 0.122
H 0.699760 -2.666369 2.279249 0.1 0.0 -0.1 0.116
H 0.482035 4.178891 4.186717 0.2 0.0 0.1 0.084
H 3.547265 1.883350 0.727863 -0.1 0.1 0.0 0.116
H -2.970422 7.828776 -2.396411 0.3 0.0 -0.1 0.081
H -3.640290 4.004643 -1.493935 -0.1 -0.3 0.1 0.097
H -0.072133 4.191943 1.513196 -0.2 -0.1 -0.4 0.078
H 0.638962 2.025949 -4.971043 -0.3 0.7 0.1 0.001
H -0.787368 -9.210095 -2.166879 -0.1 0.0 0.1 0.119
H -0.469322 0.313124 0.814557 0.0 -0.3 0.2 0.127
H -2.243758 0.413131 0.617272 -0.1 -0.3 -0.1 0.121
H 7.179385 3.041647 2.654104 0.0 0.0 0.0 0.114
H -1.077944 4.305507 -1.718383 0.2 0.1 0.0 0.088
H 1.282376 -10.275348 -2.972663 0.0 0.0 0.0 0.110
H -1.436871 5.709932 -2.666204 -0.2 0.1 -0.6 0.123
H -2.745969 4.967351 -0.382111 0.2 0.2 0.1 0.111
H 0.324733 5.635560 3.158893 0.4 0.1 0.0 0.070
H -4.285234 6.602226 -0.825234 0.0 0.3 0.1 0.107
H -0.091812 1.839061 -0.882079 0.3 0.0 0.2 0.058
H 5.734860 1.288480 1.684211 0.0 0.0 0.0 0.114
H -1.730899 4.145746 2.229326 -0.1 -0.1 -0.3 0.117
H -0.299661 -5.432993 -0.843678 0.1 0.1 0.0 0.120
H -1.297189 2.909218 -0.151138 0.3 0.3 -0.1 0.083
H 1.266429 3.030898 -2.944148 -0.5 0.5 -0.5 0.008
H -2.416385 -5.955441 0.304876 0.0 0.0 0.0 0.097
H -3.111607 6.613242 -3.673965 0.0 -0.2 -0.1 0.065
H 6.427999 5.394057 2.678691 0.0 0.0 0.0 0.114
H 2.976688 -11.064735 -1.358318 0.0 0.0 0.0 0.110
H -4.483226 7.595055 -3.201577 -0.2 0.1 -0.2 0.076
H -2.328043 1.626610 -4.203019 0.1 0.2 0.0 0.063
H -1.017809 5.127808 4.112443 -0.1 -0.1 0.4 0.075
H -3.108933 1.859164 -1.287133 -0.3 0.3 -0.4 0.107
H 0.545312 -9.699491 1.880137 -0.1 0.0 0.0 0.120
H 1.460450 0.620739 -2.262822 -0.1 -0.3 0.1 -0.012
```
Positions in Å, forces in eV/Å.

LUMO	-3.4651	eV
E_tot	-2668.64693	hartree
E_HOMO	-11.404	eV
spin multiplicity	1
energy above the lowest of the compared OMol25 structures with the same formula, charge and spin	29.2	kcal per mole
M	637.59	g mol⁻¹
total charge	+1



Entry 2:
Below is an isolated molecule of C19H25N3O4, with properties calculated with ωB97M-V/def2-TZVPD.

Geometry as XYZ:
```
51
Properties=species:S:1:pos:R:3:forces:R:3:lowdin_charge:R:1
O -0.595192 4.093404 0.371010 -0.3 0.0 -0.2 0.079
O 1.940202 0.320969 1.651666 0.1 -0.1 0.2 0.016
O 0.167461 1.014022 -2.021002 -0.1 0.2 0.0 0.040
O 2.473230 -1.992092 0.808549 0.0 0.0 0.0 0.113
N 0.626159 -1.072730 -2.746132 0.0 0.3 -0.1 0.033
N 0.892726 2.719423 1.358148 0.6 -0.7 0.3 0.108
N 0.945296 1.812880 0.309524 -0.4 0.5 -0.1 0.135
C -1.368158 3.865235 3.468066 0.2 -0.1 0.2 -0.188
C 0.003421 3.748857 1.366502 0.3 0.2 0.2 -0.506
C 1.594016 -4.579506 -3.325204 0.0 0.1 0.1 -0.065
C -1.986164 -0.669068 1.343988 0.1 0.0 0.2 -0.102
C -1.925805 1.546386 2.551033 0.3 -0.2 0.3 -0.218
C -1.497703 0.080206 2.578289 -0.2 0.1 -0.2 -0.259
C -0.133379 4.402607 2.724763 -0.3 0.0 -0.1 -0.107
C 1.432772 0.591539 0.541728 -0.1 0.3 -0.1 -0.384
C 1.057796 -3.330280 -3.542434 -0.1 0.0 -0.1 -0.013
C 2.230909 -4.890513 -2.126899 0.0 -0.1 0.1 -0.076
C -0.064642 -0.723218 -3.979885 -0.3 0.2 -0.3 -0.185
C -1.332315 2.352048 3.710251 -0.3 0.1 -0.1 -0.205
C 1.786229 -2.653980 -1.350120 0.0 -0.2 -0.1 -0.069
C 0.681251 -0.078275 -1.783396 0.1 -0.2 0.0 -0.352
C 1.142569 -2.331458 -2.561502 0.3 -0.4 0.4 -0.125
C -1.508655 -1.213849 -3.972299 0.2 0.1 0.0 -0.056
C 1.349861 -0.396972 -0.542408 0.2 -0.2 0.3 0.022
C 2.322571 -3.931631 -1.149219 -0.1 0.1 0.0 -0.001
C 1.880201 -1.655198 -0.320075 -0.2 0.5 0.0 -0.193
H -3.073036 -0.661421 1.297083 -0.1 0.0 -0.1 0.073
H -1.626306 1.982555 1.598073 -0.1 0.0 -0.1 0.094
H 2.806580 -4.133280 -0.206784 0.0 0.0 0.1 0.120
H 1.514414 -5.328084 -4.099395 0.0 0.0 -0.1 0.108
H 0.450852 2.036202 -0.561374 0.1 -0.1 0.2 0.131
H -2.050317 -0.744185 -3.155191 -0.1 0.0 0.1 0.080
H -3.015766 1.606273 2.594234 -0.1 0.1 -0.1 0.121
H 2.644581 -5.874437 -1.971521 0.0 -0.1 0.0 0.104
H -1.427075 4.386359 4.425926 0.0 0.1 -0.1 0.108
H -1.890029 -0.399430 3.477928 0.1 0.0 0.1 0.111
H 0.570184 -3.138860 -4.483094 -0.1 0.1 -0.1 0.101
H -2.262319 4.117564 2.895936 -0.1 0.1 0.0 0.118
H -0.408242 0.019546 2.626140 0.0 0.0 0.1 0.089
H -1.894225 2.121021 4.617913 0.1 0.0 0.0 0.112
H 1.290349 2.320757 2.203187 -0.1 0.2 -0.2 0.139
H -1.992092 -0.944729 -4.907355 -0.1 0.0 -0.1 0.078
H 0.763361 4.229337 3.320981 0.0 0.0 0.0 0.116
H -0.301638 2.035405 3.889761 0.1 -0.1 0.1 0.105
H -1.648929 -1.703365 1.363413 0.0 -0.1 -0.1 0.070
H 2.421453 -1.185680 1.413798 -0.1 -0.1 -0.2 0.093
H -1.559605 -2.293060 -3.846325 -0.1 -0.1 0.0 0.068
H -0.057569 0.367662 -4.037461 0.1 -0.3 -0.1 0.119
H -1.604192 -0.200510 0.438433 0.0 0.0 -0.1 0.060
H -0.256903 5.475666 2.573139 0.1 0.0 -0.1 0.121
H 0.491810 -1.120112 -4.830387 0.0 0.0 0.1 0.117
```
Positions in Å, forces in eV/Å.

LUMO	-0.1268	eV
E_tot	-1204.31854	hartree
E_HOMO	-8.739	eV
spin multiplicity	1
energy above the lowest of the compared OMol25 structures with the same formula, charge and spin	9.6	kcal per mole
structure (SMILES)	CCCCCCC(=O)NNC(=O)c1c(O)c2ccccc2n(CC)c1=O
M	359.43	g mol⁻¹



Entry 3:
Below is a structure of composition C41H39AsF6IrNO6S2SbSi, with properties calculated with ωB97M-V/def2-TZVPD.

Geometry as XYZ:
```
99
Properties=species:S:1:pos:R:3:forces:R:3:lowdin_charge:R:1
Ir 0.255985 -0.203958 0.275004 -0.9 0.1 0.0 1.357
Sb -3.402262 -1.830926 -0.369970 -0.2 0.1 -0.1 1.584
As 3.676356 -0.346285 0.313304 0.1 -0.1 -0.1 1.306
S 0.610175 2.490833 0.470513 0.3 0.2 -0.6 0.624
S -1.978054 2.152803 -0.203043 0.0 0.4 0.0 0.676
Si 0.393774 -2.733932 -1.888193 0.0 -0.2 -0.2 0.314
F 0.635690 4.842332 1.622441 0.0 0.0 0.0 0.183
F -2.408923 1.934702 2.405314 0.0 0.0 0.0 0.147
F 2.441989 3.670689 1.861742 0.0 0.0 -0.1 0.159
F -2.639715 3.929959 1.601718 0.0 0.0 0.0 0.166
F -4.149041 2.431711 1.222295 -0.1 0.0 0.0 0.181
F 2.015555 4.627061 -0.033792 -0.1 0.0 0.0 0.180
O -1.653531 0.724537 -0.023294 0.1 -0.3 0.0 -0.483
O -0.300143 -1.456812 -1.105810 0.3 0.1 0.0 -0.504
O 1.537750 1.834266 -0.440350 0.0 0.1 0.0 -0.322
O 2.112575 -1.010963 0.178867 0.0 -0.1 0.4 -0.576
O -2.859630 2.480232 -1.256429 -0.1 0.0 -0.1 -0.193
O 0.338476 1.672076 1.659933 0.4 -0.3 0.1 -0.363
N -0.662021 3.031855 -0.233436 -0.2 0.0 0.2 -0.259
C 5.263582 0.945650 2.304757 0.1 0.0 0.0 -0.089
C -4.723339 -0.800977 0.964976 0.2 -0.1 0.2 -0.398
C -4.825809 -4.363420 -1.301265 0.1 0.0 -0.1 -0.148
C 4.843712 -1.854353 0.173405 -0.1 0.0 0.0 -0.289
C 4.557995 2.177528 -0.741498 -0.1 0.0 0.0 -0.103
C 4.375092 -3.129796 0.457797 0.0 0.0 0.1 -0.077
C 0.953381 -4.099718 -0.719956 0.0 0.1 -0.1 -0.148
C -1.486240 -3.522435 1.342723 -0.1 0.0 0.0 -0.116
C -5.579549 -5.529179 -1.221768 0.0 0.0 -0.1 -0.082
C -6.757805 0.470105 1.230719 0.0 0.0 0.0 -0.082
C 0.013278 -1.557929 2.610570 -0.1 0.1 0.0 -0.067
C 3.187067 1.286693 4.121103 0.0 0.0 0.0 -0.055
C -5.825125 -0.154737 0.414858 0.0 0.0 -0.1 -0.142
C 6.573959 -4.006588 0.048608 0.0 0.0 0.0 -0.060
C 5.289413 2.532723 -3.000334 0.0 0.0 0.0 -0.053
C -5.493047 -0.168266 3.167642 0.0 0.0 0.0 -0.082
C -0.960361 -3.470438 -2.951842 0.1 0.1 0.1 -0.159
C -5.882454 -6.073929 0.013372 0.0 0.0 0.0 -0.080
C 7.040955 -2.729482 -0.228371 0.0 0.0 0.0 -0.061
C 5.078155 3.013328 -1.716725 0.0 0.0 0.0 -0.054
C 3.978130 0.505647 1.998261 0.1 0.0 -0.1 -0.297
C 5.244603 -4.207775 0.388293 0.0 0.0 0.0 -0.058
C -4.372762 -3.732664 -0.149581 0.0 0.1 0.2 -0.404
C 1.800166 -2.183514 -2.999108 -0.1 -0.1 0.2 -0.147
C 1.481629 4.033409 1.016619 -0.1 0.0 0.1 -0.676
C 0.374649 -2.874063 2.780428 0.0 -0.2 0.0 -0.052
C -4.696372 -4.284662 1.090877 0.0 0.0 0.0 -0.138
C 4.461938 1.737654 4.426330 0.0 0.0 0.0 -0.055
C 4.984329 1.215809 -3.314973 0.0 0.0 0.0 -0.051
C -1.851732 -2.214291 1.102339 0.2 -0.4 0.0 -0.320
C 6.176292 -1.647384 -0.172610 0.0 0.0 0.0 -0.093
C 4.472983 0.370517 -2.342855 0.0 0.0 0.0 -0.088
C 4.254476 0.858811 -1.059656 0.0 -0.1 0.1 -0.319
C -6.592182 0.464470 2.606543 0.0 0.0 0.0 -0.081
C -1.064877 -1.201899 1.751234 0.5 0.5 -0.4 -0.281
C -4.563822 -0.796633 2.350360 0.0 0.0 0.0 -0.140
C -2.860993 2.643433 1.373829 0.0 0.0 0.0 -0.663
C 5.501335 1.562247 3.521136 0.0 0.0 0.0 -0.055
C 2.947078 0.667343 2.903294 0.0 -0.1 0.1 -0.107
C -5.439125 -5.451328 1.174096 0.0 0.0 0.0 -0.077
C -0.396973 -3.847318 2.158257 0.0 0.1 0.1 -0.024
H 2.481444 -1.526148 -2.461715 -0.1 0.0 0.0 -0.021
H -4.592681 -3.946370 -2.276334 0.0 0.0 0.0 0.089
H 5.696664 3.186354 -3.759430 0.0 0.0 0.0 0.114
H 1.403130 -3.706425 0.188939 0.1 0.0 0.0 -0.008
H -4.380755 -3.795007 2.005614 0.0 0.0 0.0 0.095
H 1.204923 -3.145035 3.417448 0.0 0.0 0.0 0.120
H -1.491626 -0.215112 1.886300 -0.4 -0.2 0.5 0.076
H 0.097138 -4.707262 -0.432488 0.0 -0.1 0.0 0.024
H 6.540060 -0.655670 -0.415366 0.0 0.0 0.0 0.106
H 2.379423 1.420324 4.828098 0.0 0.0 0.0 0.116
H -5.962781 -0.132281 -0.660781 0.0 0.0 0.0 0.098
H -5.929456 -6.007999 -2.126549 0.0 0.0 0.0 0.106
H 6.078631 0.808603 1.603549 0.0 0.0 0.0 0.108
H -7.316022 0.958129 3.241409 0.0 0.0 0.0 0.107
H -6.471964 -6.978565 0.075700 0.0 0.0 0.0 0.106
H -7.612367 0.966128 0.789932 0.0 0.0 0.0 0.109
H 5.152489 0.842693 -4.315696 0.0 0.0 0.0 0.115
H 6.497028 1.907787 3.763099 0.0 0.0 0.0 0.114
H 4.255276 -0.660846 -2.590020 0.1 0.0 0.0 0.095
H -0.153814 -4.891459 2.312924 0.0 0.0 0.0 0.129
H -1.807066 -3.807335 -2.348529 0.0 0.0 0.0 0.002
H -3.714397 -1.293101 2.807199 0.0 0.0 0.0 0.090
H -1.335931 -2.771645 -3.698834 0.0 0.1 0.0 0.040
H 1.670989 -4.759802 -1.211341 0.1 0.0 0.0 0.044
H 4.882796 -5.204646 0.599855 0.0 0.0 0.0 0.113
H 1.961657 0.315655 2.652317 0.0 0.0 0.0 0.043
H 4.649831 2.225625 5.372816 0.0 0.0 0.0 0.114
H -5.682501 -5.871484 2.141173 0.0 0.0 0.0 0.106
H 4.384399 2.556978 0.257754 0.0 0.0 0.0 0.095
H -0.563357 -4.343329 -3.475638 0.0 0.0 0.0 0.041
H -5.363197 -0.177146 4.242443 0.0 0.0 0.0 0.106
H 5.316069 4.039752 -1.473586 0.0 0.0 0.0 0.114
H 7.250101 -4.849041 -0.005674 0.0 0.0 0.0 0.113
H -2.057924 -4.328192 0.899728 0.0 0.0 0.0 0.100
H 1.421507 -1.642576 -3.867046 0.0 0.0 0.0 0.042
H 0.504129 -0.780628 3.174747 0.0 0.1 0.0 0.099
H 2.368874 -3.043969 -3.357087 0.0 0.0 0.0 0.042
H 8.077810 -2.575334 -0.493186 0.0 0.0 0.0 0.113
H 3.339632 -3.277688 0.724556 0.0 0.0 0.0 0.078
```
Positions in Å, forces in eV/Å.

LUMO	-4.6296	eV
E_tot	-6357.08525	hartree
E_HOMO	-10.616	eV
spin multiplicity	1
energy above the lowest of the compared OMol25 structures with the same formula, charge and spin	47.1	kcal per mole
M	1236.87	g mol⁻¹
total charge	+1



Number 1: gap between HOMO and LUMO 7.939 eV. Number 2: gap between HOMO and LUMO 8.612 eV. Number 3: gap between HOMO and LUMO 5.987 eV.